{
  "formula": "C3H11N3O",
  "method": "ωB97M-V/def2-TZVPD",
  "elements": ["O", "N", "N", "N", "C", "C", "C", "H", "H", "H", "H", "H", "H", "H", "H", "H", "H", "H"],
  "xyz": [[-1.381281, -0.466408, 1.576888], [0.743499, -0.425429, -2.293511], [1.080967, -1.273649, -0.021648], [-1.025504, 0.738300, 0.838714], [-0.766911, 0.358292, -0.729299], [0.046857, -0.894705, -0.883145], [0.100911, 1.336208, 1.529401], [-0.421039, 1.293604, -1.170655], [0.925861, 0.648253, 1.747306], [0.488821, 2.180910, 0.949918], [1.058495, -1.323349, -2.660415], [-0.590481, -1.749176, -1.115348], [-0.228279, 1.750115, 2.490456], [-2.292528, -0.263369, 1.850917], [1.757861, -0.539752, 0.137910], [1.587035, 0.080755, -2.039834], [-1.789061, 0.177681, -1.063146], [0.704779, -1.628280, 0.855491]],
  "atomic_forces_ev_per_a": [[-0.172, 0.620, -0.506], [-1.269, -2.160, 1.439], [0.352, -0.658, 1.157], [-0.004, -0.399, -1.962], [-1.724, 0.711, 4.679], [1.417, 1.954, -4.453], [0.178, 0.162, 0.188], [0.368, -0.353, 0.080], [-0.049, -0.005, -0.073], [-0.136, -0.195, -0.101], [0.279, 0.284, -0.263], [0.097, 0.105, 0.073], [-0.090, -0.134, -0.163], [0.474, -0.191, -0.136], [-0.138, -0.025, 0.172], [-0.011, -0.004, 0.172], [0.153, 0.084, -0.261], [0.277, 0.202, -0.042]],
  "lowdin_charge": [-0.092, 0.017, 0.039, -0.217, -0.099, -0.420, -0.128, 0.102, 0.061, 0.084, 0.045, 0.133, 0.079, 0.097, 0.071, 0.042, 0.105, 0.080],
  "smiles": "CN(O)CC(N)N",
  "orbital_gap_ev": 9.46,
  "e_above_lowest_kj_mol": 352.7,
  "homo_energy_ev": -8.56,
  "total_energy_ha": -360.30307,
  "lumo_energy_ev": 0.899
}

***

{
  "formula": "C28H32BF14KN4S6",
  "method": "ωB97M-V/def2-TZVPD",
  "elements": ["K", "S", "S", "S", "S", "S", "S", "F", "F", "F", "F", "F", "F", "F", "F", "F", "F", "F", "F", "F", "F", "N", "N", "N", "N", "C", "C", "C", "C", "C", "C", "C", "C", "C", "C", "C", "C", "C", "C", "C", "C", "C", "C", "C", "C", "C", "C", "C", "C", "C", "C", "C", "C", "B", "H", "H", "H", "H", "H", "H", "H", "H", "H", "H", "H", "H", "H", "H", "H", "H", "H", "H", "H", "H", "H", "H", "H", "H", "H", "H", "H", "H", "H", "H", "H", "H"],
  "xyz": [[0.961461, 0.265895, -1.621006], [-3.056075, -0.375413, -1.594153], [-2.837935, -2.599144, 2.266718], [-0.107683, -4.006091, 0.676410], [-2.512659, 0.758522, 3.195711], [1.646938, -6.229971, -0.281265], [-2.525563, 2.622811, 0.409043], [-2.081588, 4.649583, -3.857263], [6.023404, -4.112286, -4.588445], [3.055322, -0.615043, -3.467346], [1.072672, 7.570311, -1.930131], [-0.099759, -1.906353, -2.811114], [2.165717, 5.601069, -0.572247], [-1.648477, -2.532681, -4.409080], [-1.081027, 7.198633, -3.589827], [4.745619, -3.557331, -0.089919], [0.523618, -3.274486, -4.536779], [6.111974, -4.830585, -1.938727], [4.423968, -1.993225, -5.296314], [0.026860, -1.053112, -4.939464], [-1.054825, 2.607162, -2.464544], [1.657194, 0.530879, 1.157713], [1.219770, -4.129110, -1.656882], [3.201734, -1.113241, -0.826439], [0.855596, 2.891388, -0.633858], [-0.542337, 3.846680, -2.266067], [-4.259697, 0.788942, -0.898969], [1.859472, 2.935569, 0.409376], [4.507055, -2.350022, -4.003699], [-3.782977, 2.238501, -0.837838], [-0.535926, 6.159617, -2.905424], [1.048825, 5.300974, -1.298147], [1.498331, 1.941523, 1.512774], [5.308162, -3.434761, -3.655441], [-2.371730, -1.119692, -0.088675], [3.380594, -1.220493, 0.605469], [-3.991450, 1.647214, 2.655093], [0.525427, 6.339550, -2.043766], [3.053919, 0.115251, 1.265073], [-3.369914, -2.025363, 0.619594], [-3.258657, -0.558844, 4.170065], [-1.054511, 4.873435, -3.011457], [1.973789, -4.956308, -2.585726], [-3.569774, 2.885198, 1.867339], [0.806700, -0.306960, 1.985802], [0.886726, -4.650700, -0.489124], [3.882518, -1.898540, -1.634556], [5.377952, -3.758358, -2.316883], [0.522146, 3.971292, -1.308663], [3.828845, -1.641112, -3.047884], [2.708058, -5.986566, -1.733933], [-3.932784, -1.678054, 3.382243], [4.691788, -3.043513, -1.353247], [-0.315187, -2.190369, -4.220130], [1.946656, 3.913525, 0.894390], [1.088763, -0.252373, 3.054842], [-4.788580, -1.301765, 2.818652], [-5.151702, 0.737174, -1.528569], [2.085866, 2.166810, 2.424398], [3.342917, 0.075371, 2.334907], [-3.967998, -0.121221, 4.880044], [-4.553615, 0.434486, 0.087920], [1.285254, -5.430547, -3.289453], [-4.456910, 3.448183, 1.566988], [-2.980796, 3.531569, 2.522122], [2.753485, -2.011489, 1.042629], [-4.330600, -1.527879, 0.758869], [0.771432, -3.278663, -1.995952], [3.676091, -5.619671, -1.400932], [0.444787, 2.106483, 1.753160], [-3.554865, -2.909728, 0.010578], [-2.433034, -0.971944, 4.752202], [-0.229605, 0.013189, 1.891372], [-1.518886, -1.710264, -0.428439], [3.672074, 0.876982, 0.786326], [2.840583, -6.927244, -2.264164], [2.666480, -4.335102, -3.152036], [-4.324886, -2.404153, 4.099580], [0.862762, -1.348693, 1.670590], [4.412521, -1.468494, 0.886654], [-4.631531, 2.912906, -0.683738], [2.860471, 2.694956, 0.019772], [-4.631671, 1.002070, 2.052001], [-3.317758, 2.508377, -1.786362], [-4.559592, 1.957178, 3.537545], [-2.016770, -0.333410, 0.576099]],
  "atomic_forces_ev_per_a": [[-0.129, 0.036, -0.165], [-0.009, -0.092, -0.012], [-0.022, -0.028, 0.012], [0.008, -0.023, -0.021], [-0.050, 0.032, -0.012], [0.000, -0.004, 0.008], [-0.029, -0.035, -0.019], [-0.002, -0.005, 0.013], [0.007, 0.006, 0.000], [0.017, 0.013, 0.050], [0.011, -0.001, -0.011], [-0.065, 0.047, 0.146], [-0.012, -0.015, 0.027], [-0.054, -0.033, 0.019], [-0.006, 0.004, 0.004], [-0.003, 0.001, 0.017], [0.008, 0.006, -0.031], [0.008, 0.005, -0.001], [0.003, 0.002, -0.006], [0.033, 0.031, -0.031], [-0.012, 0.040, 0.007], [0.043, 0.012, -0.028], [0.025, -0.108, 0.024], [0.025, 0.075, -0.023], [0.192, -0.103, -0.036], [0.048, 0.012, -0.025], [0.045, 0.060, 0.034], [-0.088, 0.020, 0.026], [0.002, -0.021, 0.009], [0.035, -0.006, -0.028], [-0.019, -0.018, -0.017], [-0.023, 0.024, 0.027], [-0.006, -0.062, 0.011], [-0.026, 0.014, 0.020], [-0.015, 0.093, 0.061], [-0.062, -0.086, -0.062], [0.024, 0.011, 0.002], [0.014, -0.001, 0.014], [-0.036, 0.009, -0.012], [-0.009, -0.007, -0.095], [0.033, 0.009, 0.058], [-0.003, 0.018, 0.008], [0.018, 0.000, -0.020], [-0.019, 0.027, 0.027], [0.012, -0.020, -0.069], [0.013, 0.007, -0.010], [-0.030, -0.036, -0.058], [0.001, -0.013, -0.006], [0.004, -0.122, -0.012], [-0.045, 0.004, 0.006], [0.018, 0.019, -0.001], [-0.008, -0.009, 0.014], [0.003, -0.013, 0.004], [0.056, -0.010, 0.028], [-0.004, 0.019, 0.009], [-0.004, 0.004, 0.012], [0.027, 0.007, -0.033], [0.032, 0.003, -0.048], [-0.001, 0.005, 0.004], [0.009, -0.002, 0.005], [-0.006, -0.018, 0.012], [-0.045, -0.002, 0.004], [0.003, 0.013, 0.002], [-0.002, 0.014, 0.001], [-0.007, 0.007, -0.011], [0.041, -0.006, 0.008], [-0.007, 0.014, -0.008], [-0.021, 0.080, 0.045], [0.010, 0.013, 0.001], [0.005, 0.001, 0.013], [0.041, -0.017, 0.019], [-0.001, -0.014, -0.015], [0.030, -0.001, -0.004], [0.017, 0.021, 0.054], [0.008, 0.002, -0.003], [0.000, -0.001, 0.001], [-0.016, -0.001, -0.004], [-0.031, 0.014, -0.004], [0.001, -0.003, 0.020], [0.016, 0.068, 0.029], [0.001, 0.003, 0.030], [0.011, 0.044, 0.011], [0.029, -0.021, -0.007], [-0.032, -0.010, 0.008], [-0.022, 0.004, -0.004], [-0.003, -0.001, -0.014]],
  "lowdin_charge": [0.737, 0.913, 0.820, 0.562, 0.866, 0.882, 0.888, 0.081, 0.057, 0.052, 0.072, -0.026, 0.033, 0.113, 0.051, 0.040, 0.105, 0.072, 0.098, 0.123, 0.028, -0.248, -0.015, -0.025, -0.035, -0.177, -0.535, -0.248, -0.175, -0.523, -0.180, -0.139, -0.211, -0.184, -0.555, -0.251, -0.537, -0.178, -0.213, -0.534, -0.557, -0.170, -0.212, -0.559, -0.102, -1.151, -0.237, -0.197, -0.243, -0.157, -0.425, -0.560, -0.158, -1.248, 0.102, 0.092, 0.061, 0.068, 0.115, 0.114, 0.069, 0.037, 0.120, 0.071, 0.063, 0.099, 0.049, 0.107, 0.050, 0.100, 0.071, 0.066, 0.020, 0.027, 0.108, 0.072, 0.105, 0.059, 0.046, 0.108, 0.072, 0.106, 0.055, 0.052, 0.075, 0.017],
  "orbital_gap_ev": 5.27,
  "e_above_lowest_kj_mol": 32.4,
  "homo_energy_ev": -1.90,
  "total_energy_ha": -5717.54591,
  "charge": -2,
  "lumo_energy_ev": 3.369
}

***

{
  "formula": "C22H16MoN3O3",
  "method": "ωB97M-V/def2-TZVPD",
  "elements": ["Mo", "O", "O", "O", "N", "N", "N", "C", "C", "C", "C", "C", "C", "C", "C", "C", "C", "C", "C", "C", "C", "C", "C", "C", "C", "C", "C", "C", "C", "H", "H", "H", "H", "H", "H", "H", "H", "H", "H", "H", "H", "H", "H", "H", "H"],
  "xyz": [[0.525024, 0.079367, -0.862764], [1.521424, -1.273433, -0.682464], [3.208524, -2.979733, -1.761664], [-0.122376, 1.679867, -0.518764], [-6.580276, -1.984133, -1.492464], [1.063824, 0.465567, 1.113236], [0.491824, 1.560467, 1.610836], [-1.075276, 4.274667, -0.261664], [4.202124, -3.714933, -2.453264], [-2.180876, 4.987967, 2.180636], [-1.829076, 5.424467, -0.161764], [-1.799176, -1.838833, -1.017864], [-0.858176, 3.476667, 0.869636], [4.014424, -3.276633, 1.835936], [-1.415676, -0.523133, -1.321964], [-5.472676, -1.699433, -1.455964], [4.118924, -3.525033, 0.466336], [-3.117576, -2.243733, -1.076364], [-1.404176, 3.848967, 2.099836], [3.287224, -2.848533, -0.419964], [-2.431676, 0.380967, -1.681164], [2.383824, -1.903933, 0.101436], [-0.142776, 2.232467, 0.684236], [-2.401876, 5.769467, 1.054536], [-3.753576, -0.009033, -1.741164], [3.170424, -2.314833, 2.342936], [-4.105776, -1.321933, -1.426864], [1.583124, -0.450833, 1.938536], [2.355824, -1.551533, 1.480536], [4.302924, -4.731033, -2.066864], [4.627424, -3.850933, 2.513036], [4.835724, -4.246433, 0.109036], [-1.240876, 3.214667, 2.955736], [3.862724, -3.750333, -3.487864], [3.142224, -2.120733, 3.402436], [5.165924, -3.200133, -2.399764], [-1.971976, 6.051767, -1.028464], [-2.177776, 1.413967, -1.915464], [-0.637776, 3.978067, -1.208064], [-4.530576, 0.692767, -2.003064], [-1.033876, -2.558033, -0.725464], [1.475524, -0.273333, 3.003936], [-3.403976, -3.254833, -0.835364], [-3.029976, 6.643467, 1.119936], [-2.621176, 5.269867, 3.123736]],
  "atomic_forces_ev_per_a": [[-2.425, 1.105, -3.986], [2.850, -4.007, -0.217], [-0.195, 0.096, 0.483], [-0.951, 3.867, -0.149], [-0.522, -0.158, 0.010], [0.579, -3.242, 0.467], [-1.249, 2.314, 0.858], [0.147, -0.284, 0.054], [0.309, -0.178, -0.189], [0.017, 0.058, 0.042], [-0.012, 0.090, 0.002], [0.394, -0.170, -0.124], [-0.355, 0.314, -0.298], [0.165, -0.141, -0.245], [-0.500, -0.471, 0.831], [-0.159, -0.082, -0.031], [-0.206, 0.194, 0.165], [-0.166, 0.118, -0.104], [0.185, -0.227, -0.187], [-0.690, 0.594, -0.330], [0.613, 0.313, -0.140], [1.413, -0.797, 2.234], [0.893, -0.465, 2.318], [0.075, -0.089, -0.020], [-0.115, -0.280, -0.012], [-0.469, 0.534, -0.133], [0.824, 0.281, 0.002], [-0.799, 2.227, -0.734], [0.670, -1.624, -1.186], [-0.064, 0.018, -0.022], [0.082, 0.002, 0.047], [0.020, -0.083, -0.077], [0.004, -0.023, 0.163], [0.110, -0.041, 0.129], [0.019, 0.046, 0.165], [-0.057, -0.061, 0.017], [-0.060, 0.018, -0.063], [-0.129, -0.169, 0.126], [-0.071, 0.084, 0.023], [-0.002, 0.095, -0.060], [-0.259, 0.040, 0.008], [0.140, 0.179, -0.011], [0.029, -0.127, 0.033], [-0.025, 0.131, 0.045], [-0.057, 0.003, 0.096]],
  "lowdin_charge": [1.711, -0.263, -0.061, -0.281, 0.186, -0.128, 0.100, -0.016, -0.043, -0.053, -0.055, -0.111, -0.155, -0.042, -0.257, -0.179, 0.037, -0.018, -0.006, -0.196, -0.103, -0.190, -0.340, -0.048, -0.015, -0.009, -0.219, 0.039, -0.129, 0.097, 0.120, 0.122, 0.118, 0.103, 0.123, 0.108, 0.114, 0.097, 0.119, 0.127, 0.095, 0.150, 0.125, 0.114, 0.113],
  "orbital_gap_ev": [6.23, 6.26],
  "e_above_lowest_kj_mol": 143.9,
  "homo_energy_ev": [-11.44, -11.51],
  "total_energy_ha": -1305.78671,
  "charge": 1,
  "lumo_energy_ev": [-5.207, -5.246]
}